i | Entry from OMol25: a molecular structure, C3H5O2Se (the ωB97M-V functional and the def2-TZVPD basis).

Each line ends with the Mulliken charge.
Cartesian coordinates (Å):
C (-1.543, -0.952, -0.159)  0.643
C (0.341, -0.807, 0.230)  -0.846
C (0.931, 0.409, -0.314)  -0.715
O (-2.082, 0.119, -0.215)  -0.555
O (-1.860, -2.107, -0.268)  -0.646
Se (-0.506, 2.080, 0.128)  -0.150
H (0.467, -0.739, 1.321)  0.230
H (0.582, -1.769, -0.176)  0.318
H (1.161, 0.200, -1.327)  0.278
H (1.752, 0.881, 0.151)  0.441
H (0.757, 2.686, 0.629)  0.001

Properties
- Spin multiplicity: 1
- Total charge: -1

***

ii | Entry from OMol25: a molecular structure, C3H5O2Se (the ωB97M-V functional and the def2-TZVPD basis).

Each line ends with the Mulliken charge.
Cartesian coordinates (Å):
C (-1.235, -0.960, -0.541)  0.671
C (0.180, -0.421, -0.768)  -0.598
C (0.844, 0.279, 0.451)  -0.641
O (-1.857, -0.408, 0.412)  -0.695
O (-1.665, -1.884, -1.267)  -0.763
Se (-0.543, 1.346, 1.354)  -0.101
H (0.937, -1.111, -1.024)  0.320
H (0.144, 0.325, -1.566)  0.193
H (1.570, 0.906, 0.023)  0.383
H (1.290, -0.543, 1.123)  0.291
H (0.334, 2.471, 1.803)  -0.060

Properties
- Spin multiplicity: 1
- Total charge: -1

***

iii | Entry from OMol25: 2 unconnected molecules or ions with the total composition C3H5O2Se (the ωB97M-V functional and the def2-TZVPD basis).

Each line ends with the Mulliken charge.
Cartesian coordinates (Å):
C (3.580, 0.081, 0.143)  0.726
C (-3.456, -0.099, -0.042)  -0.737
C (2.148, -0.038, 0.056)  -0.294
O (4.589, 0.296, 0.723)  -0.518
O (3.128, -0.290, -1.024)  -0.339
Se (-1.952, 1.127, -0.015)  -0.773
H (-3.789, -0.224, -1.070)  0.187
H (-3.138, -1.054, 0.367)  0.192
H (-4.258, 0.321, 0.561)  0.176
H (1.651, -0.933, 0.406)  0.197
H (1.498, 0.813, -0.105)  0.181

Properties
- Spin multiplicity: 1
- Total charge: -1

***

ii comes first in stability; the runner-up is 24.9 kcal/mol higher.

***

i | Entry from OMol25: a molecular structure, C19H29N3O3S (the ωB97M-V functional and the def2-TZVPD basis).

Each line ends with the Mulliken charge.
Cartesian coordinates (Å):
C (0.837, -1.031, -2.930)  -1.797
C (1.562, -1.266, -1.645)  0.937
C (3.093, -1.266, -1.709)  -0.812
H (3.340, -1.863, -0.790)  0.157
C (3.621, -0.161, -1.977)  -1.502
N (3.236, 0.776, -0.631)  1.097
C (3.124, 2.144, -0.837)  -1.693
H (2.788, 2.831, -0.272)  0.639
H (4.138, 2.729, -1.365)  0.256
H (2.569, 2.365, -1.849)  0.235
C (4.093, 0.806, 0.474)  -0.972
H (4.953, 1.333, 0.340)  0.526
C (3.442, 0.666, 1.671)  -1.558
N (2.162, 0.250, 1.824)  0.671
C (2.114, -1.204, 1.852)  -0.183
S (3.391, -2.106, 2.491)  -0.314
N (0.968, -1.993, 1.924)  -0.047
C (-0.276, -1.267, 1.597)  -0.443
C (-1.316, -1.807, 1.261)  0.077
C (-2.628, -1.225, 1.078)  -0.067
C (-2.639, 0.135, 0.703)  1.662
C (-1.523, 0.918, 1.128)  -1.382
C (-0.232, 0.284, 1.386)  -0.043
C (0.946, 0.978, 1.678)  0.582
O (1.073, 2.309, 1.185)  -0.699
H (-1.255, 1.914, 0.839)  0.757
O (-3.761, 0.558, 0.453)  -0.560
C (-3.800, 2.312, 0.288)  -0.695
C (-3.974, 2.836, 1.773)  -0.878
H (-4.702, 2.466, 2.314)  0.405
H (-4.009, 4.049, 1.444)  0.289
H (-3.016, 2.686, 2.108)  0.366
H (-2.975, 2.559, -0.271)  0.570
H (-4.790, 2.189, -0.252)  0.334
O (-3.692, -2.170, 0.858)  -0.363
C (-4.779, -1.578, 0.142)  -0.969
C (-4.506, -1.657, -1.560)  -0.768
H (-3.895, -0.787, -1.320)  0.125
H (-4.054, -2.519, -1.728)  0.412
H (-5.582, -1.408, -1.834)  0.268
H (-5.209, -0.945, 0.639)  0.795
H (-5.625, -2.555, 0.532)  0.269
H (-1.552, -3.027, 1.487)  0.064
H (0.903, -2.972, 2.051)  0.326
H (3.103, 1.969, 1.857)  0.349
H (4.185, 0.409, 2.597)  0.187
H (4.551, -0.545, 0.471)  0.269
H (3.340, 0.356, -2.683)  0.802
H (4.710, -0.018, -2.066)  0.307
H (3.113, -1.922, -2.467)  0.744
H (1.025, -2.129, -1.267)  0.542
H (1.160, -0.388, -1.034)  -0.467
H (1.233, -1.782, -3.790)  0.254
H (1.199, -0.182, -3.352)  0.417
H (-0.181, -1.054, -2.817)  0.523

Properties
- Spin multiplicity: 1

***

ii | Entry from OMol25: a molecular structure, C19H29N3O3S (the ωB97M-V functional and the def2-TZVPD basis).

Each line ends with the Mulliken charge.
Cartesian coordinates (Å):
C (-2.217, 3.088, -1.624)  -1.717
H (-2.766, 3.095, -0.806)  0.459
H (-1.434, 3.801, -1.661)  0.420
H (-2.764, 3.098, -2.563)  0.433
C (-1.221, 1.878, -1.792)  0.808
C (-0.587, 1.737, -2.912)  -1.433
H (-0.092, 2.666, -3.108)  0.348
H (0.237, 0.774, -2.827)  0.083
H (-1.109, 1.548, -3.688)  0.694
H (-2.006, 0.970, -1.519)  0.152
C (-0.412, 1.826, -0.102)  -2.089
N (0.633, 2.984, -0.135)  0.572
S (0.590, 3.698, 1.099)  0.958
O (-0.766, 4.199, 1.583)  -0.719
O (1.822, 4.488, 1.282)  -0.732
C (0.614, 2.385, 2.504)  1.030
C (-0.483, 1.766, 2.909)  -0.978
C (-0.316, 0.694, 3.871)  -0.878
C (1.106, -0.014, 4.163)  -0.826
C (2.057, 0.743, 3.654)  -0.508
C (2.094, 1.864, 2.718)  -1.525
H (2.747, 2.408, 2.475)  1.428
H (3.116, 0.309, 3.900)  0.146
H (1.013, -0.685, 4.887)  0.731
H (-0.823, 0.095, 4.406)  0.543
H (-1.356, 2.071, 2.843)  0.994
C (1.721, 2.500, -0.868)  -1.301
H (2.625, 2.858, -0.046)  0.310
H (1.765, 2.746, -1.736)  0.737
C (1.664, 0.905, -0.469)  -0.859
N (0.429, 0.583, -0.070)  1.684
C (-0.035, -0.389, 0.476)  1.170
O (-1.321, -0.456, 0.950)  -0.790
C (0.718, -1.592, 0.544)  -2.211
N (0.257, -2.693, -0.240)  0.216
C (-0.982, -3.453, 0.398)  -0.478
C (-1.075, -4.661, -0.611)  -0.858
C (-1.519, -4.323, -1.954)  -1.153
C (0.029, -3.644, -2.397)  -1.603
C (0.196, -2.331, -1.418)  0.169
H (1.006, -1.959, -1.911)  0.373
H (-0.759, -1.558, -1.634)  -0.091
H (-0.006, -3.264, -3.498)  0.406
H (0.813, -4.222, -2.374)  0.681
H (-1.301, -5.185, -2.548)  0.343
H (-2.144, -3.790, -2.392)  0.661
H (-2.259, -5.100, -0.344)  0.235
H (-0.524, -5.387, -0.510)  0.691
H (-0.805, -3.622, 1.332)  0.651
H (-1.841, -2.547, 0.192)  0.191
H (1.820, -1.498, 0.421)  0.486
H (0.729, -2.044, 1.706)  0.247
H (2.164, 0.160, -1.368)  0.198
H (2.255, 0.629, 0.340)  0.797
H (-1.296, 1.852, 0.471)  0.704

Properties
- Spin multiplicity: 1

***

i comes first in stability; the runner-up is 58.4 kcal/mol higher.

***

i | Entry from OMol25: C5H13OP in the gas phase (the ωB97M-V functional and the def2-TZVPD basis).

Each line ends with the Mulliken charge.
Cartesian coordinates (Å):
C (-0.874, 0.445, -1.460)  -1.273
C (0.177, 0.953, -0.308)  0.623
C (-0.229, 1.922, 0.731)  -1.415
C (0.889, -0.299, 0.277)  -0.348
C (0.101, -1.169, 1.287)  -1.316
P (1.776, -1.400, -1.000)  0.116
O (0.630, -2.463, -1.323)  -0.484
H (-1.407, 1.175, -2.028)  0.412
H (-1.604, -0.053, -0.876)  0.342
H (-0.365, -0.283, -2.144)  0.267
H (1.007, 1.430, -0.928)  0.217
H (-1.144, 1.692, 1.278)  0.330
H (-0.457, 2.981, 0.546)  0.362
H (0.615, 1.940, 1.489)  0.306
H (1.782, 0.011, 0.769)  0.446
H (-0.326, -0.375, 1.979)  0.328
H (0.778, -1.675, 1.924)  0.414
H (-0.533, -1.861, 0.759)  0.353
H (2.328, -2.012, 0.080)  -0.011
H (0.644, -2.754, -2.233)  0.332

Properties
- SMILES: CC(C)[C@@H](C)PO
- Spin multiplicity: 1

***

ii | Entry from OMol25: C5H13OP in the gas phase (the ωB97M-V functional and the def2-TZVPD basis).

Each line ends with the Mulliken charge.
Cartesian coordinates (Å):
C (-0.029, -1.472, -0.801)  -1.616
C (0.348, -0.235, -0.011)  1.757
C (0.631, 0.966, -0.858)  -1.699
C (1.473, -0.548, 0.929)  -1.691
C (-0.832, 0.191, 0.886)  -0.970
P (-2.444, 0.540, 0.092)  0.321
O (-3.229, -0.656, -0.201)  -0.617
H (-0.562, -2.192, -0.089)  0.350
H (0.969, -1.910, -1.131)  0.361
H (-0.748, -1.431, -1.571)  0.428
H (1.406, 0.742, -1.554)  0.437
H (-0.315, 1.117, -1.360)  0.360
H (0.852, 1.765, -0.160)  0.450
H (1.259, -0.752, 2.007)  0.327
H (2.266, -1.288, 0.675)  0.315
H (2.021, 0.325, 1.046)  0.506
H (-1.237, -0.738, 1.632)  0.335
H (-0.390, 0.839, 1.725)  0.496
H (-3.399, 1.394, 0.704)  0.079
H (-2.248, 1.422, -1.052)  0.072

Properties
- SMILES: CC(C)(C)C[PH2]=O
- Spin multiplicity: 1

***

iii | Entry from OMol25: 2 unconnected molecules or ions with the total composition C5H13OP (the ωB97M-V functional and the def2-TZVPD basis).

Each line ends with the Mulliken charge.
Cartesian coordinates (Å):
C (-1.388, 0.166, 0.828)  -1.730
C (0.441, 1.562, -0.171)  -1.487
C (-1.073, -0.033, -1.579)  -1.549
C (0.763, -0.833, 0.045)  -1.108
C (-0.269, 0.211, -0.165)  1.590
O (1.086, -1.016, 2.845)  -0.601
P (1.775, -0.923, 1.534)  0.400
H (-1.011, 0.245, 1.898)  0.337
H (-1.990, -0.649, 0.613)  0.522
H (-1.830, 1.170, 0.646)  0.404
H (-0.391, 2.409, -0.369)  0.353
H (0.841, 1.556, 0.878)  0.403
H (1.141, 1.544, -0.976)  0.424
H (-1.221, -1.060, -1.570)  0.518
H (-2.124, 0.355, -1.413)  0.354
H (-0.639, 0.575, -2.467)  0.312
H (0.175, -2.313, 0.617)  0.332
H (1.419, -1.120, -0.745)  0.376
H (2.510, -2.149, 1.186)  0.084
H (2.580, 0.110, 1.314)  0.068

Properties
- Spin multiplicity: 1

***

i comes first in stability; the runner-up is 9.9 kcal/mol higher.